(1)
C55H62CdCl2N3O6P2 | the ωB97M-V functional and the def2-TZVPD basis

The geometry in XYZ format:
```
131
Properties=species:S:1:pos:R:3:lowdin_charge:R:1
Cd -1.106 0.620 -0.905 1.116
C 1.282 -3.468 -7.081 -0.059
C 0.437 -2.829 -6.017 -0.436
C -1.000 -3.385 -6.048 -0.002
C 0.996 -3.122 -4.600 -0.070
C 1.852 -4.173 -4.283 0.005
C 2.162 -4.487 -2.946 -0.043
C 1.565 -3.770 -1.945 -0.083
C 0.729 -2.699 -2.226 -0.285
P 0.106 -1.737 -0.812 1.048
C -1.099 -2.853 -0.045 -0.384
C -1.555 -2.654 1.244 -0.141
C -2.696 -3.342 1.741 -0.051
C -3.378 -4.218 0.890 -0.071
C -2.923 -4.423 -0.378 -0.078
C -1.793 -3.802 -0.847 -0.056
C 1.606 -1.832 0.208 -0.391
C 2.612 -0.927 -0.197 -0.103
C 3.879 -1.061 0.358 -0.069
C 4.148 -2.104 1.245 -0.053
C 3.130 -2.983 1.573 -0.072
C 1.862 -2.875 1.067 -0.126
C 0.462 -2.364 -3.544 -0.204
O -0.360 -1.321 -3.869 -0.023
C -0.116 -0.622 -5.031 -0.217
C -0.341 0.731 -4.937 -0.266
C -0.136 1.448 -6.114 -0.084
C 0.388 0.831 -7.229 -0.070
C 0.611 -0.517 -7.268 0.006
C 0.362 -1.313 -6.132 -0.073
P -1.296 1.405 -3.525 1.034
C -2.991 1.398 -4.258 -0.360
C -3.323 2.234 -5.318 -0.084
C -4.632 2.275 -5.787 -0.063
C -5.584 1.403 -5.281 -0.078
C -5.259 0.585 -4.214 -0.072
C -3.956 0.562 -3.687 -0.111
C -0.791 3.139 -3.506 -0.410
C -1.637 4.137 -3.070 -0.110
C -1.138 5.429 -2.876 -0.067
C 0.211 5.681 -3.000 -0.084
C 1.056 4.692 -3.504 -0.091
C 0.560 3.439 -3.763 -0.128
H 1.465 -4.547 -6.934 0.086
H 2.282 -2.943 -7.246 0.121
H 0.713 -3.402 -8.084 0.116
H -1.080 -4.469 -5.976 0.094
H -1.293 -3.244 -7.130 0.108
H -1.739 -2.901 -5.430 0.087
H 2.435 -4.615 -5.069 0.103
H 2.924 -5.260 -2.740 0.123
H 1.718 -4.053 -0.898 0.109
H -1.044 -2.012 1.928 0.069
H -2.918 -3.220 2.807 0.117
H -4.272 -4.640 1.243 0.098
H -3.461 -5.110 -1.021 0.118
H -1.359 -3.957 -1.843 0.112
H 2.512 -0.174 -1.035 0.126
H 4.656 -0.338 0.048 0.118
H 5.145 -2.320 1.583 0.107
H 3.332 -3.803 2.221 0.109
H 1.074 -3.511 1.449 0.109
H -0.376 2.537 -6.254 0.130
H 0.692 1.375 -8.090 0.106
H 1.086 -0.963 -8.124 0.113
H -2.526 2.778 -5.762 0.086
H -4.873 2.888 -6.663 0.115
H -6.542 1.397 -5.739 0.099
H -6.032 -0.061 -3.728 0.122
H -3.694 -0.207 -2.924 0.085
H -2.665 3.923 -2.880 0.068
H -1.750 6.224 -2.581 0.094
H 0.676 6.654 -2.737 0.120
H 2.144 4.902 -3.673 0.127
H 1.255 2.697 -4.108 0.102
O -3.122 -0.866 -0.702 -0.200
H -3.177 -1.501 0.050 0.036
H -3.848 -0.220 -0.571 0.000
O 0.605 2.291 -0.276 -0.192
H 0.912 2.892 -0.992 0.059
H -0.066 2.866 0.233 0.000
O -1.068 3.991 0.950 -0.087
H -1.114 4.664 0.234 0.076
H -1.847 3.437 0.889 -0.077
O 3.118 2.773 1.611 -0.046
H 2.259 2.997 1.240 0.001
H 3.699 3.525 1.626 0.036
Cl -3.193 2.262 -0.627 -0.100
C -0.788 3.106 7.025 -0.023
C 0.708 2.759 6.796 -0.488
C 1.229 2.112 8.078 -0.061
C 1.530 4.081 6.672 -0.023
C 0.863 1.742 5.629 -0.468
O -0.190 0.798 5.684 0.002
C 2.204 1.024 5.612 -0.104
C 2.501 -0.084 4.588 -0.096
C 1.894 -1.501 4.784 -0.217
C 2.544 -2.453 5.609 -0.027
C 2.123 -3.760 5.730 -0.097
C 0.966 -4.085 5.026 -0.673
Cl 0.247 -5.642 5.336 0.670
C 0.354 -3.227 4.160 -0.109
C 0.850 -1.920 4.049 -0.066
C 0.595 2.488 4.340 -0.052
N -0.184 1.757 3.362 -0.069
C 0.150 1.130 2.224 -0.196
N -0.920 0.800 1.546 -0.007
C -1.955 1.172 2.395 -0.208
N -1.529 1.816 3.457 0.146
H -0.925 3.974 7.604 0.071
H -1.339 2.336 7.538 0.084
H -1.325 3.239 6.083 0.080
H 0.882 2.650 8.969 0.099
H 2.321 2.019 8.143 0.091
H 0.826 1.097 8.184 0.087
H 1.318 4.660 7.503 0.059
H 1.246 4.639 5.761 0.090
H 2.601 3.910 6.618 0.084
H 0.008 0.279 6.497 0.123
H 2.315 0.587 6.589 0.100
H 2.972 1.789 5.650 0.126
H 3.597 -0.273 4.581 0.122
H 2.383 0.248 3.522 0.104
H 3.408 -2.084 6.203 0.129
H 2.554 -4.507 6.401 0.113
H -0.570 -3.599 3.657 0.101
H 0.354 -1.216 3.424 0.084
H 1.477 2.867 3.883 0.125
H -0.018 3.369 4.566 0.125
H 1.185 1.025 1.877 0.120
H -3.012 1.010 2.280 0.103
```

Output
Orbital gap ... 0.327 hartree
E_HOMO ... -0.3977 hartree
ΔE to the lowest compared entry with this formula, charge and spin ... 1.251 eV
Net charge ... +1
Energy ... -122981.2024 eV


(2)
C42H38As2F6N5O6S2W | the ωB97M-V functional and the def2-TZVPD basis

The geometry in XYZ format:
```
102
Properties=species:S:1:pos:R:3:lowdin_charge:R:1
W -0.745 0.302 0.282 1.485
C 1.478 -2.314 -0.920 -0.335
C 0.080 -2.213 -1.529 -0.400
As -0.260 -0.280 -2.151 1.340
C -2.075 -0.700 -2.759 -0.258
C -2.449 -0.806 -4.078 -0.078
C -3.743 -0.755 -4.608 -0.024
C -4.908 -0.248 -3.995 -0.057
C -5.016 0.427 -2.824 0.025
C -3.900 0.732 -1.877 -0.234
C 0.646 -0.429 -3.992 -0.333
C 0.761 0.793 -4.672 -0.114
C 1.334 0.844 -5.931 -0.047
C 1.804 -0.319 -6.525 -0.034
C 1.690 -1.531 -5.862 -0.042
C 1.113 -1.598 -4.600 -0.087
As 1.475 -0.828 0.493 1.283
C 2.426 -1.992 1.848 -0.325
C 3.687 -2.513 1.513 -0.102
C 4.314 -3.396 2.373 -0.038
C 3.694 -3.781 3.555 -0.040
C 2.436 -3.298 3.869 -0.056
C 1.796 -2.406 3.019 -0.103
C 3.109 0.150 -0.146 -0.357
C 4.096 0.535 0.768 -0.130
C 5.203 1.247 0.332 -0.054
C 5.344 1.574 -1.008 -0.046
C 4.374 1.190 -1.919 -0.050
C 3.257 0.488 -1.492 -0.113
H 2.247 -2.181 -1.700 0.082
H 1.640 -3.293 -0.442 0.091
H -0.691 -2.413 -0.750 0.045
H -0.076 -2.939 -2.342 0.084
H -1.634 -0.968 -4.785 0.109
H -3.852 -1.086 -5.631 0.125
H -5.817 -0.363 -4.569 0.125
H -5.987 0.793 -2.529 0.127
H -4.308 1.054 -0.902 0.165
H 0.382 1.697 -4.192 0.106
H 1.428 1.787 -6.446 0.121
H 2.255 -0.277 -7.504 0.124
H 2.059 -2.436 -6.322 0.123
H 1.018 -2.563 -4.114 0.103
H 4.146 -2.211 0.570 0.116
H 5.284 -3.797 2.124 0.124
H 4.187 -4.474 4.218 0.123
H 1.949 -3.625 4.774 0.115
H 0.803 -2.046 3.263 0.078
H 3.994 0.247 1.814 0.108
H 5.963 1.533 1.044 0.122
H 6.216 2.114 -1.344 0.124
H 4.491 1.425 -2.966 0.120
H 2.518 0.175 -2.236 0.065
C -3.105 -2.550 2.635 0.021
C -2.323 -2.019 1.651 -0.050
N -1.404 -0.997 1.839 -0.040
C -1.256 -0.575 3.181 -0.151
C -2.014 -1.140 4.245 -0.122
C -2.978 -2.099 3.957 0.083
C -1.706 -0.737 5.582 0.027
C -0.679 0.101 5.852 0.030
C 0.090 0.687 4.802 -0.135
C 1.180 1.517 5.028 0.063
C 1.879 2.035 3.936 0.020
C 1.461 1.728 2.665 -0.126
N 0.405 0.939 2.369 -0.023
C -0.266 0.380 3.453 -0.184
H -3.802 -3.333 2.389 0.135
H -2.402 -2.404 0.633 0.111
H -3.599 -2.504 4.738 0.144
H -2.294 -1.163 6.380 0.138
H -0.423 0.349 6.872 0.140
H 1.490 1.736 6.036 0.145
H 2.737 2.669 4.079 0.135
H 2.001 2.092 1.798 0.081
F -0.901 3.381 4.037 0.184
C -2.078 3.268 3.453 -0.642
F -2.615 2.097 3.785 0.174
F -2.864 4.245 3.810 0.236
S -1.827 3.213 1.593 0.747
O -1.736 1.758 1.238 -0.466
O -2.883 3.851 0.916 -0.184
N -0.385 3.779 1.363 -0.263
S 0.415 3.486 0.055 0.732
O 0.471 1.975 -0.093 -0.554
O -0.033 4.047 -1.162 -0.217
C 2.119 4.246 0.430 -0.654
F 2.220 4.490 1.718 0.185
F 2.200 5.356 -0.252 0.223
F 3.081 3.411 0.058 0.177
C -3.835 -2.819 -2.013 -0.032
O -3.897 -1.596 -1.293 -0.079
C -3.042 -0.533 -1.608 -0.504
O -2.249 -0.280 -0.447 -0.362
N -2.996 1.737 -2.433 -0.032
N -2.112 2.276 -1.407 0.003
H -4.176 -2.698 -3.041 0.090
H -4.526 -3.476 -1.489 0.111
H -2.826 -3.245 -2.011 0.092
H -3.543 2.487 -2.858 0.147
H -2.683 2.843 -0.758 0.064
H -1.527 2.960 -1.902 0.080
```

Output
Orbital gap (spin up / spin down) ... 0.194 / 0.231 hartree
E_HOMO (spin up / spin down) ... -0.5428 / -0.5943 hartree
2S+1 ... 3
Expectation value of S² ... 2.057
Net charge ... +3
Energy ... -225354.2305 eV